P.
Density functional theory data (ωB97M-V/def2-TZVPD) for the molecule C7H8ClNO3.

Bonds (Å) are listed after each position.
CARTESIAN COORDINATES (ANGSTROEM)
1 C -0.228 1.248 -1.250  C2 1.347, C3 1.423, H13 1.081
2 C 0.719 1.898 -0.545  C1 1.347, C4 1.502, H14 1.070
3 C -0.325 -0.168 -1.349  C1 1.423, C6 1.465, O10 1.231
4 C 1.712 1.222 0.356  C2 1.502, C5 1.440, H15 1.069, H16 1.186
5 C 0.918 0.483 1.304  C4 1.440, Cl12 1.681, H17 1.059
6 C -1.029 -0.892 -0.288  C3 1.465, C7 1.433, N8 1.382
7 C -0.714 -2.277 -0.091  C6 1.433, H18 1.094, H19 1.192, H20 1.084
8 N -1.826 -0.252 0.642  C6 1.382, O9 1.250, O11 1.217
9 O -2.220 0.902 0.365  N8 1.250
10 O 0.239 -0.740 -2.281  C3 1.231
11 O -1.985 -0.826 1.702  N8 1.217
12 Cl 1.614 -0.863 2.030  C5 1.681
13 H -0.790 1.929 -1.874  C1 1.081
14 H 0.844 2.945 -0.723  C2 1.070
15 H 2.245 0.476 -0.194  C4 1.069
16 H 2.638 1.912 0.628  C4 1.186
17 H 0.031 0.906 1.702  C5 1.059
18 H -0.762 -2.816 -1.041  C7 1.094
19 H -1.416 -2.785 0.728  C7 1.192
20 H 0.336 -2.301 0.176  C7 1.084

Total charge   0
Kohn-Sham gap (spin up / spin down)   6.07 / 8.60 eV
Highest occupied orbital energy (spin up / spin down)   -0.314 / -0.352 Ha
LUMO level (spin up / spin down)   -2.47 / -0.97 eV

Q.
Density functional theory data (ωB97M-V/def2-TZVPD) for the molecule C7H8ClNO3.

Bonds (Å) are listed after each position.
CARTESIAN COORDINATES (ANGSTROEM)
1 C -0.482 -2.184 0.185  O2 1.380, H13 1.144, H14 1.166, H15 1.107
2 O -0.130 -1.210 -0.727  C1 1.380, C3 1.365
3 C 1.155 -0.761 -0.828  O2 1.365, Cl4 1.743, C5 1.329
4 Cl 2.354 -1.908 -0.296  C3 1.743
5 C 1.549 0.409 -1.321  C3 1.329, C6 1.419, H16 1.072
6 C 0.882 1.623 -1.629  C5 1.419, C7 1.356, H17 1.132
7 C -0.229 2.058 -0.985  C6 1.356, C8 1.444, H18 1.132
8 C -0.938 1.455 0.120  C7 1.444, C9 1.338, H19 1.003
9 C -0.395 0.636 1.029  C8 1.338, N10 1.416, H20 1.080
10 N -1.240 0.035 1.993  C9 1.416, O11 1.227, O12 1.221
11 O -0.599 -0.475 2.906  N10 1.227
12 O -2.448 -0.106 1.874  N10 1.221
13 H 0.099 -1.873 1.121  C1 1.144
14 H -0.200 -3.272 -0.124  C1 1.166
15 H -1.557 -2.055 0.414  C1 1.107
16 H 2.608 0.453 -1.485  C5 1.072
17 H 1.445 2.149 -2.458  C6 1.132
18 H -0.546 3.125 -1.191  C7 1.132
19 H -1.939 1.481 0.053  C8 1.003
20 H 0.613 0.419 1.348  C9 1.080

Total charge   0
Kohn-Sham gap   7.78 eV
SMILES string   CO\C(Cl)=C/C=C\C=C\[N+](=O)[O-]
Highest occupied orbital energy   -0.321 Ha
LUMO level   -0.95 eV

Calculated relative energies: P 25.8; Q 0.0, given in kcal/mol